[1]
Here is a structure of composition C28H28F6IrN6O4PS3Sb from the Open Molecules 2025 dataset. Energies are from ωB97M-V with the def2-TZVPD basis set.

The geometry in XYZ format:
```
78
Properties=species:S:1:pos:R:3
Ir -0.422 0.035 0.887
O 2.259 -2.192 -2.101
C 3.171 -2.498 -1.172
C 4.370 -3.043 -1.636
C 5.366 -3.382 -0.750
C 5.202 -3.210 0.632
C 4.028 -2.688 1.104
C 3.000 -2.300 0.218
C 1.840 -1.619 0.723
O 1.050 -1.040 -0.098
N 1.599 -1.625 2.066
N 0.471 -0.993 2.336
C -0.026 -1.154 3.560
C -1.345 -0.884 3.917
C -1.693 -1.149 5.282
C -2.978 -1.126 5.711
C -4.011 -0.867 4.771
C -3.736 -0.599 3.463
C -2.400 -0.549 2.986
O -2.244 -0.206 1.753
H 1.408 -1.937 -1.702
H 4.479 -3.199 -2.701
H 6.289 -3.801 -1.130
H 5.991 -3.492 1.314
H 3.873 -2.541 2.163
H 0.644 -1.615 4.278
H -0.890 -1.389 5.967
H -3.222 -1.333 6.742
H -5.042 -0.889 5.101
H -4.524 -0.417 2.746
C -3.216 2.899 1.539
P -1.736 3.000 2.549
C -2.260 2.886 4.261
C -1.072 4.649 2.317
O -0.698 1.953 2.221
H -3.928 3.671 1.833
H -3.670 1.915 1.653
H -2.948 3.042 0.491
H -2.989 3.662 4.499
H -1.389 3.001 4.906
H -2.708 1.908 4.442
H -1.795 5.411 2.609
H -0.812 4.785 1.267
H -0.168 4.758 2.916
N -2.491 0.567 -1.232
C -2.937 1.409 -2.168
C -2.081 2.491 -2.200
C -1.109 2.208 -1.242
N -1.364 1.032 -0.669
H -2.824 -0.381 -1.027
H -3.817 1.175 -2.742
H -2.145 3.357 -2.834
H -0.249 2.775 -0.933
S 5.196 0.094 -3.456
C 4.014 0.666 -2.479
S 4.216 1.046 -0.798
C 2.519 1.315 -0.637
N 1.863 1.147 -1.793
N 2.675 0.821 -2.778
C 2.084 0.646 -4.073
C 0.876 -0.035 -4.142
C 0.288 -0.211 -5.381
C 0.893 0.304 -6.522
C 2.086 1.006 -6.429
C 2.695 1.184 -5.197
S 1.741 1.688 0.810
H 0.422 -0.435 -3.247
H -0.639 -0.763 -5.455
H 0.429 0.160 -7.488
H 2.545 1.422 -7.315
H 3.610 1.751 -5.113
F -1.162 -2.465 0.598
Sb -1.664 -3.256 -1.082
F -0.027 -4.174 -1.088
F -2.569 -4.596 -0.156
F -2.188 -3.887 -2.758
F -3.219 -2.132 -0.990
F -0.783 -1.767 -1.917
```

Properties
Expectation value of S² = 6.077
Gap between HOMO and LUMO (alpha / beta) = 7.229 / 5.273 eV
Charge = +1
Multiplicity = 5
Total energy = -4192.893134 a.u.
HOMO energy (alpha / beta) = -10.8 / -11.2 eV
ΔE to the lowest compared entry with this formula, charge and spin = 0.0 kcal per mole
F_max = 0.294 eV/A

---

[2]
Here is a structure of composition C19H22IN6O7Sc at a distorted geometry from the Open Molecules 2025 dataset. Energies are from ωB97M-V with the def2-TZVPD basis set.

The geometry in XYZ format:
```
56
Properties=species:S:1:pos:R:3
C -1.506 -4.939 -0.870
I -1.020 -3.184 -2.165
H -0.567 -5.349 -0.482
H -1.898 -5.592 -1.657
H -2.238 -4.739 -0.089
C -1.494 -0.552 3.300
C -0.463 -1.418 3.169
N -0.632 -2.079 1.966
C -1.857 -1.733 1.453
N -2.308 -0.713 2.214
H -1.747 0.153 4.083
H 0.361 -1.629 3.837
C 0.719 -0.163 -4.570
C 0.804 -0.909 -2.417
N 0.190 -0.050 -3.295
H 2.301 -1.537 -5.296
N 1.729 -1.567 -3.202
H 0.357 0.402 -5.403
Sc -0.078 -1.457 -0.252
C -2.321 -2.193 0.160
O -3.493 -2.278 -0.105
C 1.681 -1.127 -4.519
C 2.569 -2.661 -2.762
H 3.073 -2.409 -1.812
H 3.333 -2.861 -3.527
H 1.993 -3.592 -2.606
C -0.907 0.845 -2.993
H -1.291 1.248 -3.937
H -0.574 1.689 -2.374
H -1.724 0.330 -2.468
C -3.505 0.101 2.027
H -4.145 -0.005 2.921
H -4.059 -0.196 1.133
H -3.217 1.165 1.944
C 0.136 -3.239 1.559
H 0.789 -3.061 0.657
H -0.507 -4.102 1.381
H 0.830 -3.463 2.381
O 1.350 -0.161 0.671
C 0.511 0.810 0.513
O -0.636 0.558 -0.032
C 0.839 2.198 0.924
C 0.271 3.251 0.200
C 0.650 4.572 0.522
C 1.477 4.826 1.624
C 2.017 3.751 2.342
C 1.724 2.423 1.985
N 2.800 4.019 3.528
O 3.002 5.213 3.845
O 3.233 3.057 4.196
N 0.165 5.654 -0.294
O -0.554 5.375 -1.280
O 0.473 6.824 0.009
H -0.441 3.063 -0.599
H 1.669 5.849 1.935
H 2.136 1.579 2.526
```

Properties
Gap between HOMO and LUMO (alpha / beta) = 1.875 / 1.806 eV
Charge = -2
Multiplicity = 1
Total energy = -2650.536878 a.u.
HOMO energy (alpha / beta) = 1.3 / 1.3 eV
ΔE to the lowest compared entry with this formula, charge and spin = 83.4 kcal per mole
F_max = 6.070 eV/A

---

[3]
Here is a cluster of 2 separate species, CH5N2S in total at a distorted geometry from the Open Molecules 2025 dataset. Energies are from ωB97M-V with the def2-TZVPD basis set.

The geometry in XYZ format:
```
9
Properties=species:S:1:pos:R:3
C 0.588 0.085 -1.584
N -0.784 -0.738 1.672
N 0.363 0.744 -0.508
S -0.902 -0.097 3.058
H 0.900 0.525 -2.500
H -1.174 -1.570 1.338
H 0.590 1.754 -0.439
H 0.121 0.185 0.406
H 0.298 -0.888 -1.443
```

Properties
Expectation value of S² = 2.007
Gap between HOMO and LUMO (alpha / beta) = 7.298 / 10.546 eV
Charge = +1
Multiplicity = 3
Total energy = -548.438780 a.u.
HOMO energy (alpha / beta) = -12.7 / -16.2 eV
ΔE to the lowest compared entry with this formula, charge and spin = 0.0 kcal per mole
F_max = 2.890 eV/A